#w
The following is a DFT calculation (wB97M-V/def2-TZVPD) of a molecular structure, C4H12NO2.

ORCA input file:
```
! wB97M-V def2-TZVPD RIJCOSX def2/J DEFGRID3
* xyz -1 1
C -1.0002 1.1178 0.5933
O -1.9146 1.0896 -0.3755
C -0.2264 -0.2137 0.7464
C 0.3309 -0.7269 -0.4539
C 1.8315 0.0368 -0.7332
N 2.8717 -0.4310 0.0118
H -0.2508 1.9073 0.4578
H -1.4572 1.2815 1.5680
H 0.8415 0.1614 1.4902
H -0.7536 -0.8347 1.4474
H 0.5521 -1.7839 -0.3663
H -0.3122 -0.4715 -1.2813
H 1.5830 1.1094 -0.6365
H 1.9785 -0.1814 -1.7906
H 1.4140 0.6492 1.8530
H 2.9116 0.1521 0.8233
H -2.6538 -0.3334 -0.6180
H -2.7122 -1.3066 -1.8163
O -3.0338 -1.2217 -0.9199
*
```

Values from the calculation:
gap between HOMO and LUMO	6.0	eV

These are the Löwdin partial charges, in e, on atoms 1 to 6: number 1, C, carries -0.499; number 2, O, carries -0.292; number 3, C, carries -0.217; number 4, C, carries -0.166; number 5, C, carries -0.394; number 6, N, carries -0.060

***

#x
The following is a DFT calculation (wB97M-V/def2-TZVPD) of 2 unconnected molecules or ions with the total composition C4H12NO2.

ORCA input file:
```
! wB97M-V def2-TZVPD RIJCOSX def2/J DEFGRID3
* xyz -1 1
C 0.8409 -0.3750 -0.2971
O -0.4311 -0.3156 -0.9200
C 1.7084 0.8620 -0.4706
C 1.6742 1.1754 -2.0128
H 1.4323 -1.2800 -0.5854
H 0.5513 -0.4684 0.7659
H 2.7880 0.7946 -0.1198
H 1.2435 1.6322 0.1487
H 2.0576 2.1753 -2.3050
H 0.6439 1.1275 -2.3305
H 2.2423 0.3885 -2.5334
N -2.2115 0.3524 0.8230
C -2.1620 -0.9690 1.3168
O -1.6460 -1.1567 2.7287
H -1.7159 0.9103 1.4007
H -1.0965 0.1781 -0.3340
H -3.2068 -1.3859 1.3711
H -1.5637 -1.6301 0.6638
H -1.1490 -2.0158 2.6898
*
```

Values from the calculation:
gap between HOMO and LUMO	6.2	eV

These are the Löwdin partial charges, in e, on atoms 1 to 6: number 1, C, carries -0.342; number 2, O, carries -0.187; number 3, C, carries -0.242; number 4, C, carries -0.126; number 5, H, carries 0.110; number 6, H, carries 0.097

***

Which structure is the least stable? The one labeled #w.

***

#w
The following is a DFT calculation (wB97M-V/def2-TZVPD) of a molecular structure, C37H50Ge2N5O2Sr.

ORCA input file:
```
! wB97M-V def2-TZVPD RIJCOSX def2/J DEFGRID3
* xyz 1 1
Sr -1.2214 0.0853 0.5478
C -2.2104 0.7593 3.5099
C -1.0548 0.9459 4.4859
C -0.0722 -0.1967 4.3988
C 0.5069 -0.7179 5.5501
C 1.3414 -1.8191 5.4504
C 1.5531 -2.3822 4.2007
C 0.9389 -1.7945 3.1071
N 0.1655 -0.7145 3.1889
N -2.0232 1.4923 2.2428
C -2.0569 2.9501 2.3742
C -0.6745 3.4993 2.6428
C -0.4845 4.6360 3.4145
C 0.8067 5.0995 3.6127
C 1.8586 4.4023 3.0432
C 1.5667 3.2781 2.2854
N 0.3312 2.8341 2.0725
C -3.1691 1.0820 1.3924
C -3.2640 1.6497 -0.0473
C -4.5324 2.0530 -0.4326
C -4.7175 2.5445 -1.7156
C -3.6267 2.6372 -2.5615
C -2.3898 2.2357 -2.0866
N -2.1985 1.7542 -0.8599
H -3.1705 1.0666 3.9471
H -2.2851 -0.3039 3.2693
H -1.4421 1.0068 5.5029
H -0.5329 1.8827 4.3009
H 0.2893 -0.2719 6.5117
H 1.8007 -2.2406 6.3346
H 2.1713 -3.2585 4.0682
H 1.0732 -2.2154 2.1142
H -2.7830 3.2723 3.1298
H -2.3826 3.3684 1.4191
H -1.3318 5.1383 3.8633
H 0.9874 5.9822 4.2116
H 2.8841 4.7161 3.1786
H 2.3630 2.7039 1.8290
H -4.1227 1.3062 1.8724
H -3.1119 -0.0042 1.3539
H -5.3645 1.9610 0.2506
H -5.7005 2.8543 -2.0444
H -3.7204 3.0166 -3.5688
H -1.5068 2.3047 -2.7103
C 2.8876 3.0091 -1.2008
C 1.6604 2.0974 -1.1513
Ge 2.0344 0.2233 -0.6030
C 3.0256 -0.0379 1.0922
C 4.4634 0.4732 0.9964
C 3.1696 -0.4722 -2.0558
C 2.4614 -1.3087 -2.8287
Ge 0.7291 -1.5511 -1.9380
C 0.6069 -3.1421 -0.7742
C -0.1515 -4.3323 -1.3620
C -0.8282 -1.1536 -3.0739
C -0.9702 -2.1238 -4.2523
C 2.9060 -1.9111 -4.0951
C 3.8128 -1.2580 -4.9319
C 4.2208 -1.8397 -6.1209
C 3.7308 -3.0839 -6.4961
C 2.8276 -3.7426 -5.6753
C 2.4152 -3.1556 -4.4891
H 2.6583 3.9520 -1.7007
H 3.7120 2.5438 -1.7445
H 3.2556 3.2564 -0.2049
H 1.2499 1.9865 -2.1602
H 0.8764 2.5431 -0.5350
H 3.0277 -1.1156 1.2784
H 2.5070 0.4162 1.9394
H 4.9866 0.0404 0.1425
H 5.0282 0.2088 1.8921
H 4.5065 1.5595 0.8902
H 4.1994 -0.2100 -2.2995
H 0.1087 -2.8371 0.1500
H 1.6364 -3.4102 -0.5240
H -1.1834 -4.0577 -1.5902
H -0.1817 -5.1661 -0.6588
H 0.3058 -4.7008 -2.2820
H -0.6970 -0.1342 -3.4484
H -1.7337 -1.1689 -2.4656
H -0.1230 -2.0597 -4.9360
H -1.8739 -1.9005 -4.8219
H -1.0469 -3.1581 -3.9143
H 4.1850 -0.2794 -4.6548
H 4.9191 -1.3176 -6.7622
H 4.0470 -3.5337 -7.4279
H 2.4417 -4.7133 -5.9588
H 1.7115 -3.6823 -3.8524
N -5.2966 -1.5701 0.3869
C -4.2730 -2.3277 1.0944
C -2.8905 -1.9057 0.6249
O -1.9093 -2.0314 1.4012
O -2.7541 -1.4055 -0.5241
H -6.1965 -2.0289 0.4454
H -5.0360 -1.5168 -0.5920
H -4.3195 -3.4163 0.9532
H -4.3368 -2.1492 2.1690
*
```

Values from the calculation:
gap between HOMO and LUMO	7.9	eV

These are the Löwdin partial charges, in e, on atoms 1 to 6: number 1, Sr, carries 1.486; number 2, C, carries -0.159; number 3, C, carries -0.084; number 4, C, carries -0.264; number 5, C, carries -0.012; number 6, C, carries -0.045

***

#x
The following is a DFT calculation (wB97M-V/def2-TZVPD) of a molecular structure, C37H50Ge2N5O2Sr.

ORCA input file:
```
! wB97M-V def2-TZVPD RIJCOSX def2/J DEFGRID3
* xyz 1 1
Sr 0.2889 -1.6170 -0.4734
C 2.9938 -3.6949 0.5432
C 3.9443 -2.5985 1.0257
C 3.3352 -1.8203 2.1746
C 4.0992 -1.4621 3.2776
C 3.5038 -0.7592 4.3146
C 2.1594 -0.4407 4.2231
C 1.4739 -0.8278 3.0838
N 2.0382 -1.4877 2.0741
N 1.8927 -3.0688 -0.1593
C 0.7407 -4.0336 -0.4050
C 0.0094 -4.4112 0.8670
C 0.1168 -5.6760 1.4068
C -0.5896 -5.9677 2.5678
C -1.3750 -4.9819 3.1304
C -1.4293 -3.7350 2.5164
N -0.7623 -3.4406 1.4088
C 2.2832 -2.3079 -1.4582
C 1.3320 -2.6594 -2.6542
C 1.7469 -3.6992 -3.4558
C 0.9009 -4.1690 -4.4533
C -0.3042 -3.5331 -4.6482
C -0.6219 -2.4474 -3.8411
N 0.1460 -2.0019 -2.8501
H 2.5566 -4.1748 1.4227
H 3.4975 -4.4686 -0.0506
H 4.1677 -1.8976 0.2155
H 4.8982 -3.0385 1.3139
H 5.1448 -1.7368 3.3225
H 4.0814 -0.4759 5.1847
H 1.6478 0.0980 5.0084
H 0.4194 -0.5973 2.9681
H 1.0763 -4.9310 -0.9333
H 0.0027 -3.5905 -1.0892
H 0.7413 -6.4221 0.9324
H -0.5240 -6.9485 3.0191
H -1.9519 -5.1639 4.0257
H -2.0471 -2.9474 2.9281
H 3.2863 -2.5783 -1.7736
H 2.3102 -1.1986 -1.2829
H 2.7019 -4.1747 -3.2764
H 1.1843 -5.0186 -5.0600
H -0.9886 -3.8414 -5.4252
H -1.5447 -1.8985 -3.9942
C -1.9532 1.1726 3.5069
C -2.4278 0.0690 2.5673
Ge -1.8708 0.1536 0.6123
C -3.4120 -0.9263 -0.1378
C -4.8073 -0.3357 0.0608
C -2.3095 2.0558 0.2554
C -1.4971 2.9268 -0.3482
Ge 0.4041 2.7049 -0.8102
C 1.6107 3.0480 0.6884
C 1.0907 2.6140 2.0437
C 0.9690 3.8703 -2.3171
C 1.3374 5.2868 -1.8735
C -1.8481 4.3721 -0.4926
C -1.8889 5.1981 0.6291
C -2.1902 6.5472 0.5038
C -2.4582 7.0885 -0.7444
C -2.4331 6.2727 -1.8679
C -2.1244 4.9270 -1.7424
H -2.3806 1.0620 4.5070
H -2.2456 2.1600 3.1396
H -0.8680 1.1946 3.6223
H -3.5203 0.0368 2.5986
H -2.0680 -0.8929 2.9463
H -3.3471 -1.9120 0.3404
H -3.2512 -1.0927 -1.2122
H -5.0328 -0.1814 1.1169
H -5.5928 -0.9779 -0.3463
H -4.8941 0.6343 -0.4331
H -3.2610 2.4633 0.6083
H 2.5444 2.5383 0.4346
H 1.8283 4.1190 0.6802
H 1.8120 2.8167 2.8393
H 0.8734 1.5462 2.0453
H 0.1646 3.1303 2.2969
H 0.1865 3.9092 -3.0774
H 1.8355 3.3881 -2.7804
H 0.5124 5.7753 -1.3515
H 1.5948 5.9052 -2.7343
H 2.2007 5.2838 -1.2074
H -1.6775 4.7752 1.6045
H -2.2185 7.1755 1.3847
H -2.6900 8.1407 -0.8425
H -2.6557 6.6858 -2.8433
H -2.1228 4.2952 -2.6235
N -1.1813 0.8863 -3.1062
C 0.1849 0.7922 -3.5860
C 1.2453 0.4950 -2.5391
O 2.1705 -0.2616 -2.7800
O 1.1319 1.0177 -1.3329
H -1.4602 1.8319 -2.8820
H -1.3473 0.3353 -2.2707
H 0.4653 1.7206 -4.0866
H 0.2899 0.0044 -4.3337
*
```

Values from the calculation:
gap between HOMO and LUMO	6.1	eV

These are the Löwdin partial charges, in e, on atoms 1 to 6: number 1, Sr, carries 1.382; number 2, C, carries -0.169; number 3, C, carries -0.095; number 4, C, carries -0.264; number 5, C, carries -0.012; number 6, C, carries -0.043

***

Which structure is the least stable? The one labeled #x.